1.
Below is 2 unconnected molecules or ions with the total composition C4H11N3O2, with properties calculated with wB97M-V/def2-TZVPD.

* HOMO level: -8.437 eV
* lowest unoccupied orbital energy: 0.49 eV
* total energy: -12890.2436 eV

Positions of all 20 atoms, in Å:
C1 -2.47172 -1.32773 -2.18525
N1 -2.71208 -0.24061 -1.19509
C2 -1.95678 -0.03136 -0.18001
N2 -2.31410 1.04816 0.66806
N3 -0.90106 -0.95345 0.33576
H1 -1.53412 -1.45394 -2.76884
H2 -3.32135 -1.13399 -2.97709
H3 -2.65303 -2.37042 -1.73720
H4 -3.32280 1.41440 0.69854
H5 -1.75341 1.42612 1.30483
H6 -0.93770 -1.94170 -0.06266
H7 -0.15401 -0.54328 0.68415
C3 3.27128 1.39667 1.35271
C4 2.46680 0.32160 0.69401
O1 1.69869 -0.45060 1.21914
O2 2.63256 0.32680 -0.71531
H8 3.96429 0.97068 2.14647
H9 2.62400 1.92111 2.09222
H10 3.78012 2.18750 0.84282
H11 2.29107 -0.61995 -1.00374

=====

2.
Below is a molecular structure, C43H76Cl4FeN9O10S2, with properties calculated with wB97M-V/def2-TZVPD.

* HOMO level (spin up / spin down): -7.482 / -7.482 eV
* lowest unoccupied orbital energy (spin up / spin down): -0.61 / -1.12 eV
* total energy: -185853.4509 eV
* multiplicity: 6

Positions of all 145 atoms, in Å:
Fe1 -0.56399 -1.45879 0.04391
C1 -5.88813 -0.63447 2.24150
O1 -5.20761 -0.25502 1.03284
C2 -5.53023 0.95243 0.38402
C3 -4.54822 1.04369 -0.79754
N1 -4.58366 -0.21494 -1.71813
H1 -4.37003 -1.08434 -1.25057
H2 -5.55100 -0.37063 -1.96330
C4 -3.67374 -0.08975 -2.93809
C5 -2.16427 -0.24982 -2.62811
O2 -1.72469 -1.43686 -1.95647
C6 -1.92894 -2.62157 -2.83056
H3 -5.59540 0.03503 3.05032
H4 -5.54735 -1.59472 2.62867
H5 -6.96582 -0.47970 2.18937
H6 -5.50098 1.84770 1.00511
H7 -6.50361 0.86050 -0.09782
H8 -3.53062 1.00732 -0.40860
H9 -4.72501 1.84747 -1.51224
H10 -3.90472 0.82849 -3.47807
H11 -4.04917 -0.89826 -3.56536
H12 -1.87964 0.58200 -1.98377
H13 -1.56749 -0.04597 -3.51716
H14 -1.25633 -3.39711 -2.46418
H15 -1.66889 -2.41243 -3.86822
H16 -2.92469 -3.06040 -2.89399
S1 -2.95553 -2.45444 0.63799
O3 -3.37428 -2.94817 1.94005
O4 -3.98198 -2.54097 -0.36885
O5 -2.29507 -1.14688 0.66838
O6 -1.66742 -3.03568 0.19771
S2 1.24348 -0.48979 -1.49269
O7 1.17427 -0.26299 -2.91536
O8 0.21073 0.07722 -0.66510
O9 0.82144 -1.83750 -1.11439
O10 2.54077 -0.15724 -0.97557
C7 1.69504 7.05917 -0.07642
C8 1.82480 6.24560 1.18970
N2 0.65776 5.34700 1.37663
C9 0.45557 4.15326 0.48726
C10 1.70433 3.34072 0.24462
C11 -0.63087 6.05259 1.60019
C12 -1.52612 5.31676 2.61995
H17 0.70078 7.48956 -0.19604
H18 1.85375 6.40557 -0.93416
H19 2.48487 7.80785 -0.13777
H20 2.75025 5.67470 1.26528
H21 1.80778 6.94358 2.02674
H22 -0.30869 3.51036 0.92395
H23 0.12795 4.46613 -0.50414
H24 2.15384 3.19383 1.22668
H25 1.47383 2.34505 -0.13434
H26 2.46478 3.88512 -0.31524
H27 -1.18909 6.26239 0.68780
H28 -0.35523 7.02733 2.00270
H29 -1.69920 4.27759 2.34016
H30 -2.47990 5.84032 2.68548
H31 -0.87132 5.34914 3.49075
C13 -0.66151 0.80866 2.48199
C14 0.56041 -0.11062 2.36494
N3 0.29600 -1.51660 1.88272
C15 1.63634 -2.23635 1.75933
C16 1.57458 -3.67773 1.27085
C17 -0.56256 -2.14737 2.96441
C18 0.06404 -2.44151 4.33122
H32 -1.38687 0.46395 3.21897
H33 -1.24048 0.93396 1.56701
H34 -0.29503 1.76838 2.84631
H35 1.25755 0.41642 1.71353
H36 1.03818 -0.17388 3.34260
H37 2.33193 -1.61898 1.19090
H38 2.04931 -2.27103 2.76748
H39 1.24303 -3.85062 0.24699
H40 2.58305 -4.06747 1.13228
H41 1.13090 -4.33760 2.01639
H42 -0.82910 -3.08010 2.46734
H43 -1.50034 -1.65494 3.22167
H44 -0.64895 -3.01229 4.92618
H45 0.38912 -1.59825 4.94060
H46 0.87203 -3.17180 4.28732
C19 -0.89511 -7.58161 -0.46979
Cl1 -0.97624 -5.91433 0.03753
Cl2 -1.86431 -7.77907 -1.93831
Cl3 0.79862 -8.02990 -0.61604
Cl4 -1.71664 -8.51431 0.75690
N4 2.47895 2.23995 -3.25532
C20 1.75993 3.43961 -3.12177
C21 2.67501 4.47335 -3.30886
C22 3.94267 3.95234 -3.54013
C23 3.80815 2.57064 -3.39218
H47 2.10184 1.31178 -3.12729
H48 0.69361 3.45529 -2.95112
H49 2.36237 5.50287 -3.40231
H50 4.85484 4.51375 -3.67860
H51 4.54525 1.78249 -3.43567
N5 4.84183 0.91954 0.07406
C24 6.01247 1.31091 -0.56988
C25 7.02927 1.10954 0.33944
C26 6.42436 0.86407 1.58297
C27 5.07932 0.87226 1.40965
H52 3.93947 0.67226 -0.30633
H53 5.98728 1.41184 -1.64486
H54 8.09357 1.06005 0.16272
H55 6.96883 0.63720 2.48767
H56 4.30489 0.75292 2.15290
N6 -3.46003 -2.90461 4.73169
C28 -3.30943 -1.69499 5.29038
C29 -3.23047 -1.84172 6.65443
C30 -3.26861 -3.17836 6.95077
C31 -3.48925 -3.81730 5.73052
H57 -3.41388 -3.09567 3.74100
H58 -3.16280 -0.83385 4.65529
H59 -3.03254 -1.02886 7.33742
H60 -3.15165 -3.60812 7.93465
H61 -3.56910 -4.87446 5.52450
N7 1.21926 -2.56045 -4.49767
C32 1.24062 -3.74467 -3.83820
C33 0.98670 -4.80674 -4.68422
C34 0.89418 -4.29525 -5.96597
C35 1.04179 -2.89774 -5.83832
H62 1.29777 -1.61149 -4.16090
H63 1.48650 -3.73738 -2.78659
H64 0.91781 -5.88105 -4.59755
H65 0.67362 -4.74992 -6.92045
H66 1.05223 -2.10431 -6.57097
N8 -2.99488 3.90676 -3.28893
C36 -3.47260 4.19982 -2.05576
C37 -2.63605 3.72609 -1.12482
C38 -1.61148 3.03881 -1.82847
C39 -1.84475 3.20485 -3.20157
H67 -3.52160 4.13317 -4.12044
H68 -4.41283 4.73118 -2.05049
H69 -2.75997 3.84630 -0.05871
H70 -0.79742 2.51055 -1.35450
H71 -1.39889 2.79788 -4.09711
N9 4.61192 -2.33032 -0.65232
C40 5.76717 -2.44088 0.06221
C41 6.00975 -3.77514 0.27876
C42 5.01201 -4.54123 -0.34188
C43 4.21634 -3.60303 -0.99716
H72 4.21206 -1.43836 -0.90652
H73 6.31061 -1.58628 0.43736
H74 6.83090 -4.15901 0.86591
H75 4.86732 -5.60996 -0.39909
H76 3.28114 -3.69911 -1.52872

=====

3.
Below is HINOP in the gas phase, with properties calculated with wB97M-V/def2-TZVPD.

* HOMO level (spin up / spin down): -9.250 / -9.226 eV
* lowest unoccupied orbital energy (spin up / spin down): -1.25 / -1.25 eV
* total energy: -20940.3563 eV

Positions of all 5 atoms, in Å:
O1 0.51295 -2.34804 0.31943
N1 -0.62454 -2.00459 -0.02400
P1 -0.78232 -0.48100 -0.78287
I1 -2.94580 0.10347 -0.07085
H1 0.14433 0.28895 0.22325

=====

4.
Below is 2 unconnected molecules or ions with the total composition C12H16N2, with properties calculated with wB97M-V/def2-TZVPD.

* HOMO level: -8.206 eV
* lowest unoccupied orbital energy: 0.83 eV
* total energy: -15681.6538 eV

Positions of all 30 atoms, in Å:
C1 -0.81949 3.32136 -0.18485
C2 -0.93593 2.53073 1.04957
C3 -1.66205 1.27884 0.58730
C4 -2.18740 0.22359 1.45616
N1 -2.67498 -0.62244 0.55362
C5 -2.44580 -0.25891 -0.74588
N2 -1.84572 0.89141 -0.72297
H1 -0.37829 2.67096 -1.02828
H2 -0.16619 4.13072 -0.07823
H3 -1.78191 3.65983 -0.57007
H4 -0.05113 2.33200 1.38694
H5 -1.67456 3.04355 1.68707
H6 -2.27310 0.06535 2.51488
H7 -3.15770 -1.45094 0.72256
H8 -2.58274 -0.84218 -1.64221
C6 3.02094 0.86356 -1.03132
C7 2.45382 -0.43879 -0.44109
C8 1.53225 -0.44818 0.63153
C9 0.66800 -1.54086 0.90926
C10 0.70866 -2.69824 0.06640
C11 1.64998 -2.71935 -0.90328
C12 2.63675 -1.61140 -1.08529
H9 2.32058 1.18128 -1.83282
H10 4.04831 0.55986 -1.39909
H11 3.03358 1.77519 -0.33852
H12 1.22409 0.48202 1.17406
H13 -0.07254 -1.47211 1.80535
H14 0.10098 -3.60039 0.21642
H15 1.89279 -3.58147 -1.58229
H16 3.44440 -1.85051 -1.70126